Record 1
Here is a structure of composition C5H7N2O in a non-equilibrium geometry from the OMol25 dataset. Energies are from ωB97M-V/def2-TZVPD.

Structure (XYZ):
```
15
Properties=species:S:1:pos:R:3:forces:R:3:nbo_charge:R:1
O 3.247975 0.945493 0.029990 -0.30 -0.85 0.13 -0.222
N -0.790383 -0.996866 -0.318663 -0.46 -0.65 -0.12 -0.581
N 0.435753 0.611463 -0.251888 0.78 0.07 0.14 -0.506
C 2.544069 0.075577 0.100278 1.00 2.00 -0.27 0.981
C -1.945234 1.202729 0.319393 0.23 -0.18 -0.06 -0.631
C 1.867476 -1.178045 0.242028 -1.24 -1.62 0.16 -0.619
C 0.476265 -0.670210 -0.049026 0.11 0.97 -0.15 0.411
C -0.994394 0.461680 -0.576993 -0.44 0.00 -0.05 0.131
H -1.709591 2.260416 0.242531 -0.08 0.13 0.00 0.249
H -1.192961 0.646639 -1.632607 0.15 -0.06 -0.02 0.228
H 2.008188 -1.600535 1.245295 0.13 0.14 -0.07 0.325
H 2.239481 -1.898062 -0.498654 0.14 0.15 0.05 0.328
H -2.973289 1.043489 0.009605 -0.10 -0.02 0.00 0.239
H -1.813271 0.884593 1.348009 -0.02 0.02 0.18 0.226
H -1.400077 -1.788368 -0.209302 0.11 -0.10 0.08 0.440
```
Forces are in eV/Å.

The HOMO-LUMO gap comes out at 9.25 eV. As for the charge: +1. The calculation puts the LUMO energy at -4.77 eV. The calculation puts the energy above the lowest of the compared OMol25 structures with the same formula, charge and spin at 2.1436 eV. The value obtained for the total energy is -10316.487 eV.

Record 2
Here is the ion C5H7N2O with charge +1 in a non-equilibrium geometry from the OMol25 dataset. Energies are from ωB97M-V/def2-TZVPD.

Structure (XYZ):
```
15
Properties=species:S:1:pos:R:3:forces:R:3:nbo_charge:R:1
O -3.687272 -1.091607 0.064294 0.21 -0.48 -0.24 -0.415
N -0.711849 -0.664405 -0.146996 -6.60 0.46 -1.04 -0.490
N 0.151726 1.295008 -0.137398 0.81 2.28 0.96 -0.592
C -1.347032 1.655327 -0.215937 2.74 3.08 -0.61 0.024
C 1.579726 -0.836524 -0.132805 2.94 0.19 0.34 -0.678
C -2.207590 0.654919 -0.229907 7.19 -1.79 -0.08 0.134
C -3.444318 0.063948 -0.108774 -3.89 0.92 0.81 0.307
C 0.369198 -0.084192 -0.303575 -0.91 3.06 2.17 0.488
H -4.249922 0.893809 -0.041094 0.62 -1.00 -0.31 0.177
H -0.877091 -1.605289 -0.404804 -0.24 -1.16 0.02 0.425
H 1.396871 -1.941502 0.051075 0.14 1.65 0.35 0.276
H 2.200961 -0.824418 -1.053235 -0.02 0.41 0.70 0.280
H 0.961549 1.923543 0.481293 -3.46 -2.11 -2.73 0.480
H -1.583680 2.847971 -0.473735 0.64 -3.49 1.19 0.319
H 2.067614 -0.201477 0.732591 -0.17 -2.01 -1.53 0.267
```
Forces are in eV/Å.

The HOMO-LUMO gap comes out at 9.73 eV. As for the charge: +1. The calculation puts the LUMO energy at -5.07 eV. The calculation puts the energy above the lowest of the compared OMol25 structures with the same formula, charge and spin at 3.8881 eV. The value obtained for the total energy is -10314.743 eV.

Record 3
Here is a cluster of 2 separate species, C5H7N2O in total in a non-equilibrium geometry from the OMol25 dataset. Energies are from ωB97M-V/def2-TZVPD.

Structure (XYZ):
```
15
Properties=species:S:1:pos:R:3:forces:R:3:nbo_charge:R:1
O 0.130953 1.211095 1.881790 0.00 -0.46 -2.45 -0.408
N -0.041758 4.281886 3.792256 0.04 -0.14 0.87 -0.391
N -0.038000 -0.991369 -0.110334 -0.01 0.22 0.69 -0.547
C 0.030316 3.402740 2.963688 -0.09 0.97 -0.08 0.162
C 0.032785 0.205665 -0.680044 -0.02 -0.26 0.70 -0.027
C 0.109215 2.158114 2.599174 -0.02 -0.34 0.12 0.535
C 0.095068 1.396837 -0.110956 0.05 -0.29 0.86 0.071
C 0.000696 -2.217951 -0.857772 0.00 -0.51 -0.71 -0.417
H -0.081847 -1.037501 0.897608 0.03 0.01 -0.20 0.417
H 0.104979 2.437440 -0.312143 0.01 0.62 0.42 0.239
H 0.072135 -3.061581 -0.179709 -0.02 0.03 0.07 0.236
H -0.898922 -2.334737 -1.465667 0.03 -0.07 0.06 0.212
H -0.140966 5.278798 3.637427 0.01 0.06 -0.53 0.421
H 0.872859 -2.237558 -1.513626 -0.03 -0.07 0.04 0.212
H 0.046755 0.227033 -1.775866 0.01 0.25 0.15 0.285
```
Forces are in eV/Å.

The HOMO-LUMO gap comes out at 7.14 eV. As for the charge: +1. The calculation puts the LUMO energy at -5.98 eV. The calculation puts the energy above the lowest of the compared OMol25 structures with the same formula, charge and spin at 5.6132 eV. The value obtained for the total energy is -10313.018 eV.

Record 4
Here is the ion C5H7N2O2 with charge -1 in a non-equilibrium geometry from the OMol25 dataset. Energies are from ωB97M-V/def2-TZVPD.

Structure (XYZ):
```
16
Properties=species:S:1:pos:R:3:forces:R:3:nbo_charge:R:1
O -3.628865 0.738690 0.419365 -0.75 1.20 0.71 -0.745
O -3.342007 -0.963203 -0.978054 0.39 -0.47 -0.67 -0.766
N 0.642560 -0.428779 -1.349607 -1.07 -0.77 -2.98 -0.454
N 1.239226 -0.202068 -0.207153 1.19 -0.72 -1.84 -0.273
C 0.706832 -0.193861 1.003826 -5.74 -0.77 3.82 -0.101
C -0.785378 -0.267693 0.950539 3.77 -1.74 3.85 -0.272
C -1.415010 0.226099 -0.089991 -3.79 0.36 -0.58 -0.293
C -2.959529 -0.020645 -0.273068 1.13 -0.37 0.14 0.745
C 2.469405 0.437749 -0.252663 3.03 -0.85 -2.93 -0.397
H -1.268418 -0.894019 1.764975 0.33 0.99 -1.08 0.209
H 3.044852 0.146910 -1.288951 -1.47 0.84 2.48 0.202
H -0.934685 1.006510 -0.602137 0.30 0.91 -0.99 0.197
H -0.361963 -0.775499 -1.348488 1.86 0.11 0.98 0.376
H 1.306481 -0.246469 1.940004 -0.37 -0.25 -1.10 0.189
H 2.248343 1.515593 -0.249104 1.03 0.05 0.51 0.189
H 3.038151 -0.079318 0.560512 0.17 1.47 -0.33 0.194
```
Forces are in eV/Å.

The HOMO-LUMO gap (alpha / beta) comes out at 5.88 / 7.11 eV. As for the charge: -1. The calculation puts the LUMO energy (alpha / beta) at 3.58 / 2.93 eV. As for the multiplicity: 3. The calculation puts the energy above the lowest of the compared OMol25 structures with the same formula, charge and spin at 1.4433 eV. The value obtained for the total energy is -12369.388 eV.

Record 5
Here is the ion C5H7N2O2 with charge +1 in a non-equilibrium geometry from the OMol25 dataset. Energies are from ωB97M-V/def2-TZVPD.

Structure (XYZ):
```
16
Properties=species:S:1:pos:R:3:forces:R:3:nbo_charge:R:1
O -3.926543 -0.906123 -0.356947 1.26 -0.12 0.39 -0.327
O -3.729913 1.105342 0.375829 0.30 -0.39 0.16 -0.322
N 0.001563 -1.520381 0.242742 0.69 0.34 0.05 -0.602
N -3.261079 0.043861 0.015440 -1.36 1.42 -0.91 0.518
C -1.241923 -1.303077 0.037493 -1.06 -1.59 1.82 0.239
C -1.084651 1.187022 -0.123623 -3.77 3.08 -0.29 -0.023
C -1.775308 0.023781 -0.069157 0.20 -0.52 -0.59 -0.088
C 0.271043 1.515643 0.048696 2.33 -0.11 3.30 -0.207
C 1.263703 0.718077 -0.340431 0.13 0.95 -2.03 -0.387
H -1.716616 2.197293 -0.197540 0.81 -2.59 0.34 0.304
H 0.339646 -2.389276 0.613548 0.00 -0.54 -0.11 0.441
H 0.491091 2.250093 0.942360 -0.62 -0.92 -2.22 0.283
H 0.644339 -0.694252 0.231441 -0.46 -1.19 0.31 0.415
H -1.900516 -2.213729 0.235006 0.44 1.58 -0.72 0.283
H 1.087103 0.020858 -1.157420 0.05 0.15 -0.11 0.219
H 2.289582 0.850969 -0.147968 1.05 0.45 0.59 0.253
```
Forces are in eV/Å.

The HOMO-LUMO gap comes out at 8.66 eV. As for the charge: +1. The calculation puts the LUMO energy at -6.43 eV. The calculation puts the energy above the lowest of the compared OMol25 structures with the same formula, charge and spin at 6.7261 eV. The value obtained for the total energy is -12360.870 eV.

Record 6
Here is the ion C5H7N2O2 with charge +1 in a non-equilibrium geometry from the OMol25 dataset. Energies are from ωB97M-V/def2-TZVPD.

Structure (XYZ):
```
16
Properties=species:S:1:pos:R:3:forces:R:3:nbo_charge:R:1
O 2.849158 -1.022263 -0.390820 -1.00 -0.64 0.51 -0.141
O 1.517511 0.649272 -0.537076 0.96 -0.84 0.80 -0.096
N 0.208162 0.942637 -0.545585 -2.44 -2.41 0.63 -0.107
N 1.806209 -0.583680 -0.053194 0.61 1.60 -0.12 0.511
C 0.816469 -1.109205 1.004573 -1.86 0.87 -0.54 -0.331
C -0.631834 -0.677342 0.741419 3.27 0.49 -3.29 -0.020
C -2.136150 -1.750065 -1.128138 1.64 1.19 3.23 0.000
C -1.452793 -1.277020 -0.216711 -0.84 -1.25 -2.45 -0.138
C -0.088693 2.354210 -0.424086 -0.67 -1.74 0.95 -0.464
H 0.710684 2.814934 -0.924050 0.61 1.54 -0.59 0.240
H -1.179649 -0.205308 1.451420 -1.03 1.66 2.49 0.248
H 0.757075 -2.159684 0.968078 0.84 -1.44 -0.30 0.288
H -1.045345 2.323412 -0.880642 -0.69 0.77 -1.34 0.243
H 1.222735 -0.783953 1.952388 0.12 0.25 0.12 0.282
H -2.964505 -2.215502 -1.568141 -0.49 -0.35 -0.96 0.260
H -0.389028 2.699562 0.550563 0.98 0.30 0.87 0.225
```
Forces are in eV/Å.

The HOMO-LUMO gap (alpha / beta) comes out at 7.09 / 6.79 eV. As for the charge: +1. The calculation puts the LUMO energy (alpha / beta) at -6.30 / -6.28 eV. The calculation puts the energy above the lowest of the compared OMol25 structures with the same formula, charge and spin at 11.6836 eV. The value obtained for the total energy is -12355.913 eV.

Record 7
Here is the ion C5H7N2O2S with charge +1 in a non-equilibrium geometry from the OMol25 dataset. Energies are from ωB97M-V/def2-TZVPD.

Structure (XYZ):
```
17
Properties=species:S:1:pos:R:3:forces:R:3:nbo_charge:R:1
S 0.991650 -1.456739 0.390514 0.10 -0.57 0.68 0.423
O -2.201397 0.859046 0.628073 -0.08 -0.54 0.14 -0.630
O -4.038504 -0.268699 -0.215470 0.99 0.02 0.19 -0.498
N 0.572713 1.544130 0.606527 -3.73 0.06 1.05 -0.719
N -0.748905 -0.354784 -1.239483 -0.01 -0.37 0.02 -0.552
C -2.905295 -0.029873 0.055630 -0.21 -0.20 -0.43 0.794
C -1.512035 -0.773796 -0.232421 -1.46 1.65 -1.25 0.321
C 1.239017 0.654755 -0.065659 1.85 0.01 -0.06 0.151
C -0.804437 -1.518804 0.745334 0.57 -1.84 2.45 -0.636
C 0.653023 -0.320733 -1.009360 1.21 -0.73 -0.50 -0.193
H -0.507757 1.458438 0.676254 1.56 0.02 -1.26 0.462
H 0.741969 1.922567 1.528726 1.67 0.11 -0.16 0.442
H -1.120987 -0.349024 -2.166718 -0.17 0.58 -0.57 0.456
H 2.367331 0.553264 0.012965 -1.50 0.71 -0.12 0.270
H 1.300864 -0.651358 -1.851644 -0.64 0.70 0.44 0.290
H -0.854372 -2.612925 0.628909 -1.10 0.28 -0.27 0.308
H -1.224142 -1.322171 1.754835 0.95 0.11 -0.34 0.310
```
Forces are in eV/Å.

The HOMO-LUMO gap comes out at 9.63 eV. As for the charge: +1. The calculation puts the LUMO energy at -4.54 eV. The calculation puts the energy above the lowest of the compared OMol25 structures with the same formula, charge and spin at 0.5047 eV. The value obtained for the total energy is -23199.445 eV.

Record 8
Here is a cluster of 2 separate species, C5H7N2OS in total in a non-equilibrium geometry from the OMol25 dataset. Energies are from ωB97M-V/def2-TZVPD.

Structure (XYZ):
```
16
Properties=species:S:1:pos:R:3:forces:R:3:nbo_charge:R:1
S 0.509355 -3.162230 3.485602 0.36 0.07 0.21 -1.061
O -0.371260 -0.063165 -3.379092 -0.04 -0.60 0.44 -0.501
N 0.302516 0.116123 -2.334626 -0.58 2.33 1.40 0.265
N 1.440383 0.831158 -2.466311 0.27 -0.67 -0.37 -0.254
C 0.581863 0.103429 0.059266 1.28 0.35 -2.05 -0.180
C 1.810790 0.700015 -0.099743 -0.25 0.31 -1.27 -0.250
C -1.687049 -0.271158 -0.820099 0.52 -2.11 -2.60 -0.637
C -0.230303 -0.045865 -1.061969 0.19 -0.53 -0.27 0.146
C 2.169388 1.119915 -1.403334 0.30 -0.69 0.64 0.007
H 2.370168 0.885637 0.774139 0.99 0.16 0.57 0.229
H -1.758928 -0.080043 0.216217 -0.90 -0.13 1.03 0.227
H -1.989657 -1.355113 -1.147253 0.25 2.07 0.78 0.241
H 3.138941 1.605219 -1.663273 -1.01 -0.20 0.46 0.207
H 0.334153 -0.317935 0.990737 -0.78 -0.15 1.15 0.259
H -2.213312 0.465645 -1.440030 -0.24 -0.30 0.22 0.232
H -0.432841 -2.848545 2.606159 -0.39 0.08 -0.33 0.069
```
Forces are in eV/Å.

The HOMO-LUMO gap comes out at 5.32 eV. As for the charge: -1. The calculation puts the LUMO energy at 2.59 eV. The calculation puts the energy above the lowest of the compared OMol25 structures with the same formula, charge and spin at 0.8422 eV. The value obtained for the total energy is -21159.440 eV.

Record 9
Here is the molecule C5H7N2P in a non-equilibrium geometry from the OMol25 dataset. Energies are from ωB97M-V/def2-TZVPD.

Structure (XYZ):
```
15
Properties=species:S:1:pos:R:3:forces:R:3:nbo_charge:R:1
P -0.727344 0.541168 0.301082 0.02 -0.09 -0.66 0.549
N 0.981457 -1.468341 0.907216 -1.78 3.02 0.60 -0.276
N 1.818262 -2.362527 0.527634 0.63 -1.48 -1.31 -0.297
C -1.875303 0.778075 -1.161528 0.67 -0.67 -0.70 -0.707
C -1.592540 2.151281 -0.766419 1.95 -2.61 0.60 -0.475
C 1.416316 -1.184755 -1.262419 -0.28 1.24 -0.86 -0.347
C 2.077333 -2.280871 -0.794309 0.36 -0.24 -0.83 -0.076
C 0.740315 -0.675191 -0.175429 -1.43 0.70 2.42 -0.128
H -1.512529 0.727034 -2.194235 -0.04 -1.12 0.34 0.232
H 1.365073 -0.638112 -2.195731 0.40 -0.81 -0.26 0.235
H -2.778786 0.260772 -0.941843 -0.94 0.14 -0.35 0.228
H 2.580122 -3.012235 -1.376741 0.67 -0.48 0.08 0.217
H -0.928642 2.626129 -1.435307 0.24 1.11 -0.28 0.221
H -2.256770 2.585775 -0.101416 -0.69 1.46 1.16 0.218
H 2.013465 -3.123180 1.149080 0.23 -0.16 0.05 0.408
```
Forces are in eV/Å.

The HOMO-LUMO gap comes out at 8.85 eV. As for the charge: 0. The calculation puts the LUMO energy at 0.87 eV. The calculation puts the energy above the lowest of the compared OMol25 structures with the same formula, charge and spin at 2.6056 eV. The value obtained for the total energy is -17564.115 eV.